{
  "formula": "C64H58BClF4N4O2SSb2Y",
  "method": "the ωB97M-V functional and the def2-TZVPD basis",
  "symbols": ["Sb", "Sb", "Y", "Cl", "S", "F", "F", "F", "F", "O", "O", "N", "N", "N", "N", "C", "C", "C", "C", "C", "C", "C", "C", "C", "C", "C", "C", "C", "C", "C", "C", "C", "C", "C", "C", "C", "C", "C", "C", "C", "C", "C", "C", "C", "C", "C", "C", "C", "C", "C", "C", "C", "C", "C", "C", "C", "C", "C", "C", "C", "C", "C", "C", "C", "C", "C", "C", "C", "C", "C", "C", "C", "C", "C", "C", "C", "C", "C", "C", "B", "H", "H", "H", "H", "H", "H", "H", "H", "H", "H", "H", "H", "H", "H", "H", "H", "H", "H", "H", "H", "H", "H", "H", "H", "H", "H", "H", "H", "H", "H", "H", "H", "H", "H", "H", "H", "H", "H", "H", "H", "H", "H", "H", "H", "H", "H", "H", "H", "H", "H", "H", "H", "H", "H", "H", "H", "H", "H"],
  "coordinates": [[-0.51391, -2.50081, 3.52507], [3.91715, -0.12299, 2.73604], [0.24705, -0.25690, -1.31570], [-3.92246, 4.32666, -3.77192], [-1.94025, -0.82761, 0.67781], [2.00127, -1.77839, -0.95650], [2.39493, -0.35758, -2.62449], [2.57576, -2.64354, -3.02807], [4.17019, -1.58611, -1.77450], [-0.13547, -1.27052, -3.40417], [-1.83389, -0.29430, -2.43477], [-2.53273, 2.53958, -0.53155], [0.17662, 1.40438, 0.56898], [-4.12988, -0.09373, -3.70404], [-0.67615, -2.54429, -0.82718], [0.95401, -0.27346, 5.19496], [0.50776, 1.99659, -2.23744], [0.34303, 4.49323, -3.61615], [-3.65350, 2.14872, 0.07430], [0.42927, -3.66490, 5.07788], [6.72045, 2.10055, 0.13345], [2.78077, 3.43444, 2.24173], [0.06748, 2.11304, -3.56906], [-5.91868, 1.26560, -4.68557], [1.14708, 1.00780, 5.69530], [-2.63432, 3.18739, -1.68855], [1.56010, 3.24384, -0.29033], [-6.27445, 0.02722, -2.63041], [3.70818, -2.11099, 1.92317], [-2.23489, -1.35136, -4.54454], [-3.86474, 3.45191, -2.27211], [-1.35502, -0.95132, -3.41518], [6.00954, 2.20394, -1.05567], [-3.78359, -2.25784, -6.66263], [4.76091, 1.61074, -1.16682], [0.93190, 3.20537, -1.64558], [-7.55820, 0.53029, -2.53560], [-0.00955, 3.31531, -4.26034], [2.60737, 4.13215, -0.04072], [-2.60071, -3.48869, 0.20503], [1.19487, -2.36554, 2.19547], [6.18389, 1.40589, 1.21002], [-5.45363, 0.38659, -3.69803], [3.22313, 4.22912, 1.19729], [-0.41745, -3.71761, -1.41178], [-1.10040, 0.42952, 4.18501], [0.37435, -3.30864, 6.42403], [4.22901, 0.92469, -0.08558], [5.62315, -0.23446, 5.28710], [-1.69681, -2.19394, -5.51309], [-5.02730, 1.71624, -5.80891], [0.89869, -4.13815, 7.40815], [-7.22969, 1.75293, -4.59190], [2.57590, -2.83209, 2.66582], [-7.75672, 2.70680, -5.63035], [4.92928, 0.80947, 1.10954], [0.21933, 2.00609, 5.43386], [-1.20895, -4.83026, -1.21906], [-0.90648, 1.71521, 4.67589], [6.69179, -0.54476, 6.12103], [1.48444, -5.34692, 7.06176], [1.00746, -4.89148, 4.74944], [0.81584, 4.43087, -2.31603], [5.63777, -0.58065, 3.93784], [7.83090, -1.55264, 4.26413], [-5.02941, 3.02278, -1.66825], [7.79753, -1.20548, 5.60919], [-4.91511, 2.36058, -0.45689], [-0.17074, -0.58205, 4.43239], [-3.58488, -0.93558, -4.64341], [1.74870, 2.53682, 2.02215], [6.75898, -1.24378, 3.43914], [-1.74731, -2.39821, -0.02902], [-8.03431, 1.38495, -3.51968], [-2.32339, -4.69856, -0.39050], [1.16457, 2.41583, 0.76805], [-2.45187, -2.65036, -6.57682], [1.53529, -5.72393, 5.72665], [-4.34523, -1.42005, -5.71940], [2.85940, -1.62643, -2.15838], [6.74933, 1.33594, 2.13241], [3.49926, -2.04233, 0.85390], [3.25696, 0.45859, -0.20964], [-1.71702, 3.49808, -2.17018], [6.80191, -1.51717, 2.39022], [-3.53432, 1.61081, 1.00625], [0.92620, -2.86840, 1.26627], [-3.98197, 1.51979, -5.58196], [7.69701, 2.56172, 0.22450], [4.19438, 1.66713, -2.08793], [-1.97660, 0.21607, 3.58258], [1.89727, -5.99255, 7.82679], [8.63231, -1.45122, 6.25375], [-5.98830, 3.18722, -2.14358], [2.03019, 1.23221, 6.28103], [0.37715, 3.00818, 5.81294], [-5.88056, -0.64719, -1.87997], [2.69716, -2.70934, 3.74821], [-5.13921, 2.78620, -5.98193], [-7.61847, 2.32052, -6.64169], [1.05538, -5.20892, 3.71255], [-0.96914, -5.76550, -1.70445], [6.43115, 2.74259, -1.89549], [0.85088, -3.83623, 8.44757], [-9.04451, 1.77336, -3.45906], [2.65380, -3.91003, 2.49611], [3.24592, 3.49267, 3.21874], [-1.63168, 2.49075, 4.46067], [4.05257, 4.91068, 1.33671], [-5.26792, 1.20236, -6.74387], [-0.23744, 1.22096, -4.10868], [-2.01804, -3.30612, -7.31929], [1.08593, 5.35067, -1.80826], [-7.23410, 3.66562, -5.58183], [1.69479, -1.03746, 5.40315], [-0.08755, 0.97066, 1.45008], [1.39751, 1.90262, 2.82875], [0.45700, -3.73615, -2.05271], [4.76431, 0.28464, 5.69789], [2.97177, 4.73631, -0.86225], [-0.36612, 3.33577, -5.28439], [-0.07538, -2.36599, 6.71640], [-5.38823, -1.14368, -5.79369], [6.65745, -0.27093, 7.16853], [8.69416, -2.06550, 3.85784], [-0.65891, -2.47787, -5.39610], [1.98764, -6.66717, 5.44537], [-8.81889, 2.89603, -5.47858], [0.25249, 5.44937, -4.11772], [4.66559, -2.62050, 2.04731], [-2.97396, -5.54676, -0.21183], [-8.19099, 0.24891, -1.70301], [-0.68102, 1.81326, 0.16182], [-5.79216, 1.99443, 0.05927], [-3.45466, -3.35853, 0.85479], [-3.57496, -0.00209, -2.85619], [1.20369, -1.29523, 1.95764], [-4.40200, -2.61751, -7.47676]],
  "atomic_forces_ev_per_a": [[-0.10, -0.13, -0.07], [0.03, 0.00, 0.14], [-0.36, -0.21, -0.03], [0.00, 0.01, 0.01], [0.09, -0.07, 0.10], [0.06, -0.02, 0.17], [0.07, -0.05, 0.03], [-0.02, 0.01, 0.00], [0.00, -0.01, 0.02], [-0.08, 0.01, -0.29], [0.08, 0.11, -0.02], [0.00, 0.05, 0.04], [-0.04, 0.14, 0.00], [0.06, -0.01, 0.01], [-0.13, -0.09, -0.13], [0.01, -0.02, 0.00], [0.07, 0.14, -0.17], [0.00, 0.00, -0.01], [0.00, -0.07, -0.07], [0.07, 0.00, 0.03], [-0.02, -0.01, 0.00], [-0.01, 0.02, -0.01], [-0.01, 0.05, -0.02], [0.00, 0.00, 0.04], [-0.02, 0.01, 0.00], [0.00, -0.01, 0.06], [0.00, 0.01, -0.01], [-0.03, -0.01, -0.02], [-0.05, -0.01, -0.05], [-0.05, 0.00, 0.03], [0.03, 0.00, -0.03], [-0.01, -0.03, 0.08], [0.00, 0.00, 0.01], [0.01, -0.01, -0.01], [0.00, 0.00, -0.01], [-0.02, 0.00, 0.06], [0.02, 0.00, 0.00], [-0.02, -0.01, 0.03], [0.00, 0.01, 0.00], [-0.03, 0.04, 0.06], [0.06, 0.03, -0.05], [-0.01, 0.05, 0.01], [0.02, -0.02, -0.03], [0.00, 0.00, 0.00], [-0.02, 0.02, 0.03], [0.03, 0.05, -0.03], [0.01, 0.00, 0.01], [0.03, 0.02, -0.14], [0.03, -0.02, -0.01], [0.00, 0.02, 0.00], [-0.01, 0.00, -0.02], [0.00, -0.01, 0.00], [0.00, 0.00, 0.00], [-0.05, -0.03, -0.03], [0.00, 0.01, 0.00], [0.00, -0.05, -0.01], [-0.02, -0.01, 0.00], [-0.02, 0.00, 0.00], [-0.01, 0.01, 0.01], [-0.01, 0.00, 0.00], [-0.01, 0.00, -0.01], [-0.01, -0.01, 0.02], [0.00, 0.01, -0.02], [0.05, -0.02, 0.02], [0.00, 0.01, -0.01], [-0.01, 0.02, -0.02], [0.00, 0.00, 0.00], [0.01, -0.01, 0.03], [-0.03, 0.04, -0.03], [0.06, -0.03, 0.02], [0.00, 0.00, -0.01], [0.00, 0.01, -0.02], [0.13, -0.07, 0.09], [0.00, -0.01, 0.00], [0.01, -0.02, -0.01], [0.00, -0.02, -0.05], [-0.02, 0.00, 0.00], [0.00, 0.01, 0.01], [0.02, 0.03, 0.02], [0.01, 0.05, -0.02], [0.00, -0.01, 0.02], [0.03, 0.00, 0.06], [0.02, 0.01, 0.10], [0.05, 0.02, -0.01], [-0.01, 0.00, 0.00], [0.01, -0.01, 0.02], [0.00, 0.00, -0.01], [0.01, 0.00, 0.01], [0.00, 0.00, 0.00], [0.00, 0.02, -0.01], [-0.02, -0.02, -0.01], [0.00, 0.00, 0.00], [0.00, 0.00, 0.01], [-0.01, 0.00, 0.02], [0.02, -0.01, 0.00], [0.00, 0.00, -0.01], [0.01, 0.00, 0.01], [-0.02, 0.05, 0.00], [-0.01, -0.02, -0.01], [0.00, -0.01, 0.00], [-0.01, 0.01, 0.00], [0.00, 0.00, 0.00], [0.00, 0.00, 0.00], [0.00, 0.00, 0.00], [0.00, 0.00, 0.00], [0.03, 0.00, 0.00], [-0.01, -0.01, 0.00], [0.00, 0.00, 0.00], [0.00, 0.00, 0.00], [0.00, -0.02, 0.01], [0.02, 0.00, -0.02], [0.00, 0.00, -0.01], [0.00, -0.01, 0.00], [0.00, 0.00, -0.01], [0.01, -0.01, -0.01], [0.01, 0.06, -0.01], [-0.01, 0.01, 0.01], [0.00, -0.01, -0.01], [-0.03, 0.01, 0.01], [0.01, 0.00, 0.02], [0.00, 0.00, 0.00], [0.00, -0.01, 0.00], [-0.02, 0.00, 0.00], [0.00, 0.00, 0.00], [0.00, 0.00, 0.00], [0.00, 0.00, 0.00], [0.00, 0.00, 0.00], [0.00, 0.00, 0.00], [-0.01, 0.01, 0.00], [-0.02, -0.01, 0.01], [0.00, -0.01, -0.01], [-0.01, 0.00, 0.00], [0.02, -0.03, 0.08], [0.00, 0.00, -0.01], [0.00, 0.01, 0.00], [-0.01, 0.03, -0.04], [0.05, 0.03, 0.04], [0.00, 0.00, -0.01]],
  "e_homo_ev": -5.301,
  "total_energy_ev": -126402.0114,
  "gap_ev": 7.53,
  "de_lowest_kj_mol": 0.0,
  "total_charge": -1,
  "lumo_ev": 2.233,
  "multiplicity": 1
}